{"formula": "C45H102N4O20PS6", "method": "the ωB97M-V functional and the def2-TZVPD basis", "elements": ["C", "C", "C", "C", "C", "C", "P", "C", "C", "C", "C", "N", "C", "N", "N", "C", "C", "C", "N", "C", "C", "C", "C", "C", "C", "C", "O", "O", "C", "C", "C", "C", "C", "C", "H", "H", "H", "H", "H", "H", "H", "H", "H", "H", "H", "H", "H", "H", "H", "H", "H", "H", "H", "H", "H", "H", "H", "H", "H", "H", "H", "H", "H", "H", "H", "H", "H", "H", "H", "H", "H", "H", "H", "H", "H", "H", "H", "H", "H", "H", "H", "H", "H", "H", "H", "H", "H", "H", "O", "S", "O", "O", "C", "C", "C", "H", "H", "H", "H", "H", "H", "H", "H", "O", "S", "O", "O", "C", "C", "C", "H", "H", "H", "H", "H", "H", "H", "H", "O", "S", "O", "O", "C", "C", "C", "H", "H", "H", "H", "H", "H", "H", "H", "O", "S", "O", "O", "C", "C", "C", "H", "H", "H", "H", "H", "H", "H", "H", "O", "S", "O", "O", "C", "C", "C", "H", "H", "H", "H", "H", "H", "H", "H", "O", "S", "O", "O", "C", "C", "C", "H", "H", "H", "H", "H", "H", "H", "H"], "positions_angstrom": [[6.1776, -2.2103, -2.2094], [4.8091, -2.0571, -1.3181], [3.8773, -3.4033, -1.2362], [3.1542, -3.8388, -2.6410], [2.9657, -2.6327, -3.7339], [1.9340, -1.4214, -3.2147], [0.1512, -1.6497, -3.8538], [-1.5617, -2.0665, -4.6440], [-2.7222, -0.9486, -4.3649], [-3.7586, -0.8242, -5.6723], [-5.0781, 0.1334, -5.2984], [-6.4006, -0.6224, -5.4221], [-7.3259, -0.2673, -4.2399], [-7.9254, -1.2518, -3.4489], [-7.6417, 1.1873, -3.9236], [0.7464, -1.1321, -5.6025], [0.0259, 0.2106, -6.2067], [1.1441, 1.3774, -6.6389], [1.1276, 2.5693, -5.6587], [1.8311, 2.2235, -4.3643], [2.5024, 3.5189, -3.5867], [4.1650, 3.6375, -3.4474], [4.9002, 4.9021, -2.6564], [4.0329, 6.1417, -1.9534], [2.3795, 6.0181, -2.0865], [1.6515, 4.7422, -2.8771], [0.1817, 4.6928, -2.9136], [-0.4761, -2.2028, -2.3362], [-0.5970, -1.1550, -1.3212], [-2.1715, -0.7002, -0.9998], [-2.4930, 0.8549, -1.4855], [-2.3304, -0.6600, 0.6654], [-2.4328, -2.1553, 1.3404], [-1.2356, 0.3331, 1.3911], [6.9700, -1.4550, -1.7328], [6.6562, -3.2828, -2.0840], [6.0707, -1.8753, -3.3355], [4.2368, -1.0975, -1.6667], [5.1667, -1.8345, -0.2010], [2.9975, -3.1663, -0.4685], [4.5412, -4.2573, -0.7450], [2.1603, -4.4250, -2.3925], [3.8739, -4.6414, -3.1538], [2.6061, -3.1262, -4.7437], [4.0053, -2.1078, -3.9968], [2.0631, -1.3984, -2.0531], [2.4239, -0.4080, -3.6129], [-0.2172, -0.2576, -3.6161], [0.5128, -3.0454, -4.1418], [-1.9138, -3.0819, -4.1432], [-1.5208, -2.2617, -5.7963], [-2.3418, 0.1398, -4.1720], [-3.4044, -1.3810, -3.4927], [-4.2131, -1.9161, -5.7975], [-3.2141, -0.4842, -6.6508], [-5.0411, 0.5126, -4.1686], [-5.1610, 1.0472, -6.0511], [-6.9391, -0.2432, -6.2585], [-8.5317, -0.8094, -2.7175], [-8.5181, 1.2857, -3.3612], [-6.8678, 1.4907, -3.2739], [1.9207, -0.9265, -5.6679], [0.5624, -2.0159, -6.3840], [-0.4754, -0.1092, -7.2420], [-0.7147, 0.7520, -5.4816], [2.2350, 0.9603, -6.7126], [0.8658, 1.8268, -7.6852], [0.1425, 2.8840, -5.4818], [2.7463, 1.5000, -4.6172], [1.0765, 1.7016, -3.6004], [4.8941, 2.8155, -3.8764], [6.0801, 4.9299, -2.5884], [4.5789, 7.0368, -1.3923], [1.6986, 6.8654, -1.5943], [-0.1479, 5.0102, -3.8049], [0.1176, -0.2263, -1.4701], [-0.2311, -1.6515, -0.2974], [-2.9610, -1.4831, -1.3632], [-3.4916, 0.7721, -2.1340], [-2.7355, 1.5853, -0.6041], [-1.6647, 1.2767, -2.2349], [-3.3948, -0.1495, 0.8432], [-2.7949, -2.9754, 0.5741], [-1.3307, -2.4290, 1.7000], [-3.0837, -2.1553, 2.3406], [-0.1241, 0.0476, 1.1606], [-1.3745, 0.3359, 2.5764], [-1.3533, 1.4784, 1.0785], [-7.1663, -1.3830, 4.2997], [-6.7573, -2.7593, 4.1134], [-5.6220, -3.1194, 3.2923], [-8.0460, -3.6358, 3.6383], [-8.7850, -3.2027, 2.5055], [-8.0822, -3.5714, 1.2127], [-6.5564, -3.5100, 5.7100], [-8.9824, -2.1265, 2.5561], [-9.7543, -3.7105, 2.5427], [-7.1544, -3.0035, 1.0943], [-8.7214, -3.3590, 0.3513], [-7.8146, -4.6327, 1.2052], [-7.4401, -3.2970, 6.3144], [-5.6694, -3.0779, 6.1776], [-6.4230, -4.5854, 5.5808], [0.1732, 0.0816, 4.4906], [1.2374, 1.0455, 4.3048], [2.4918, 0.6940, 3.6757], [1.5515, 1.7698, 5.7302], [1.8385, 0.9574, 6.8592], [3.2670, 0.4482, 6.8253], [0.5726, 2.4683, 3.4762], [1.1248, 0.1301, 6.9366], [1.7034, 1.5840, 7.7468], [3.4112, -0.2630, 6.0064], [3.5191, -0.0578, 7.7614], [3.9694, 1.2723, 6.6650], [-0.3411, 2.7793, 3.9860], [0.3491, 2.1855, 2.4455], [1.3174, 3.2659, 3.4906], [-5.0615, -1.6414, 7.8191], [-4.7346, -0.2333, 7.9008], [-3.3924, 0.2293, 8.1790], [-5.7631, 0.4906, 8.9365], [-5.8993, -0.0419, 10.2460], [-4.7425, 0.3735, 11.1350], [-5.3096, 0.5667, 6.4235], [-6.0040, -1.1318, 10.2156], [-6.8300, 0.3601, 10.6596], [-3.8087, -0.0942, 10.8087], [-4.9257, 0.0766, 12.1714], [-4.5921, 1.4570, 11.0957], [-6.3452, 0.2728, 6.2426], [-4.6774, 0.2414, 5.5949], [-5.2284, 1.6474, 6.5522], [-4.6314, 3.7681, 11.1670], [-3.8753, 4.8423, 11.7758], [-3.6697, 4.9233, 13.2055], [-4.4620, 6.2683, 11.2496], [-5.8513, 6.5273, 11.3893], [-6.1985, 6.9309, 12.8098], [-2.2941, 4.9449, 10.9743], [-6.4439, 5.6645, 11.0666], [-6.0920, 7.3547, 10.7138], [-6.0656, 6.0922, 13.5000], [-7.2391, 7.2607, 12.8744], [-5.5461, 7.7394, 13.1543], [-2.4456, 4.9500, 9.8933], [-1.7094, 4.0704, 11.2667], [-1.7905, 5.8563, 11.3012], [4.3506, -2.6129, -6.8013], [4.8282, -3.9704, -6.9605], [6.0028, -4.4579, -6.2709], [4.9814, -4.2957, -8.5497], [5.7606, -3.4210, -9.3526], [7.2443, -3.6828, -9.1760], [3.4837, -5.0839, -6.6360], [5.5151, -2.3746, -9.1418], [5.4854, -3.6132, -10.3948], [7.5753, -3.4042, -8.1709], [7.8274, -3.1033, -9.8971], [7.4695, -4.7458, -9.3073], [2.6106, -4.7592, -7.2050], [3.2675, -5.0504, -5.5663], [3.7830, -6.0931, -6.9242], [11.4007, -0.5994, -5.6268], [10.2973, -0.1024, -4.8320], [9.6368, 1.1494, -5.1314], [10.7325, -0.1023, -3.2618], [11.9276, 0.5664, -2.8857], [11.7207, 2.0672, -2.8082], [9.0642, -1.3751, -4.7190], [12.7474, 0.3142, -3.5669], [12.2051, 0.1924, -1.8947], [11.5407, 2.4906, -3.8010], [12.6022, 2.5575, -2.3859], [10.8490, 2.3078, -2.1915], [9.5470, -2.3102, -4.4292], [8.5981, -1.4824, -5.7005], [8.3163, -1.0783, -3.9817]], "forces_ev_per_a": [[0.7, 0.7, 0.7], [0.6, 0.0, 0.7], [-0.6, 0.9, 0.5], [1.1, -0.8, -0.4], [0.0, 0.5, 0.1], [3.0, 0.2, 0.7], [0.3, -1.2, -2.0], [-2.3, -0.3, -0.2], [-1.3, -0.7, -1.1], [-0.8, -0.9, 1.3], [0.5, 0.7, -0.3], [-2.1, 1.7, 1.7], [-2.6, -2.9, 2.9], [2.4, 3.9, -3.7], [1.3, -1.2, 0.5], [1.2, 0.6, -2.4], [1.2, 0.0, -1.6], [-1.0, 0.3, 0.1], [0.7, -1.0, 0.2], [0.2, 0.2, 1.0], [2.3, 3.1, 1.9], [-1.9, 3.1, 1.9], [-3.7, 0.1, -0.1], [-2.2, -4.1, -2.4], [2.2, -2.2, -1.2], [3.2, 0.1, -0.1], [2.5, 0.6, -1.0], [-0.1, 2.4, 2.1], [-0.3, -1.2, 1.5], [1.1, 1.1, 1.7], [-1.1, -0.8, -1.4], [-1.3, 0.5, -0.2], [1.3, 0.3, 0.7], [-0.1, 0.4, 0.7], [-1.6, -1.6, -1.0], [-1.1, 2.1, -0.5], [0.0, -1.1, 2.2], [0.9, -2.0, 0.6], [-0.8, -0.5, -2.3], [2.0, -0.5, -1.5], [-1.5, 1.6, -1.2], [1.8, 1.5, -0.6], [-1.4, 1.5, 1.0], [0.4, 1.2, 2.1], [-2.1, -1.4, 0.7], [-0.4, 0.0, -1.9], [-1.1, -2.0, 0.9], [0.0, 0.0, 0.3], [-0.1, 0.1, 0.1], [0.6, 2.1, -1.0], [0.1, 0.4, 1.9], [-0.5, -2.2, 0.0], [1.4, 1.4, -1.6], [1.0, 2.3, -0.1], [-1.0, -0.6, 1.9], [0.4, -0.7, -2.5], [0.5, -1.6, 1.8], [1.0, -0.7, 1.4], [0.9, -0.1, -0.9], [1.1, -0.6, -0.7], [-1.0, -0.1, -1.1], [-2.4, -0.5, 0.2], [0.4, 1.8, 1.7], [0.6, 0.8, 2.4], [1.2, -1.3, -1.4], [-2.1, 0.8, 0.3], [0.5, -0.8, 1.9], [1.3, -0.8, -0.1], [-2.2, 1.6, 0.7], [1.8, 0.9, -1.5], [-1.9, 1.8, 0.9], [-2.8, -0.1, -0.2], [-1.5, -2.2, -1.4], [1.6, -2.2, -1.3], [0.9, -0.5, 1.4], [-1.6, -1.7, -0.1], [-0.6, 0.9, -2.1], [1.7, 1.6, 0.4], [2.1, 0.4, 1.3], [0.7, -1.4, -1.7], [-1.7, -0.9, 1.9], [2.1, -1.0, -0.3], [0.6, 1.8, 1.6], [-2.3, 0.3, -0.9], [1.2, 0.0, -2.4], [-2.1, 0.3, 0.4], [0.3, -0.3, -2.6], [0.0, -2.5, 0.4], [0.3, -0.7, -0.5], [0.0, -0.8, 0.1], [-1.0, 0.7, 0.6], [0.8, 0.4, 1.0], [-0.4, 0.2, -1.1], [0.3, 0.1, -0.1], [-0.1, -0.1, -0.1], [0.1, -0.1, 0.1], [0.2, 0.0, 0.3], [-0.1, -0.1, 0.0], [0.0, 0.0, 0.1], [-0.1, 0.1, 0.0], [0.1, 0.0, -0.1], [-0.1, 0.0, -0.2], [0.0, 0.2, -0.1], [1.2, 0.5, 0.1], [-0.1, 0.2, -0.1], [-1.1, 0.0, 0.6], [-0.4, 0.1, -1.0], [0.4, -0.6, 0.8], [0.2, -0.2, -0.2], [0.1, 0.1, 0.2], [0.0, 0.1, -0.2], [-0.1, 0.1, -0.3], [0.0, 0.1, 0.1], [-0.1, 0.1, 0.0], [-0.1, -0.1, 0.1], [0.1, -0.1, 0.0], [0.1, -0.1, 0.2], [0.0, -0.2, 0.0], [0.5, 0.8, 0.4], [-0.2, 0.8, -0.1], [-1.0, -0.8, 0.0], [0.4, -0.3, -1.3], [0.1, -0.3, 1.1], [0.4, 0.0, 0.0], [-0.2, 0.0, 0.1], [0.0, 0.1, -0.2], [0.1, 0.0, -0.4], [-0.1, 0.0, 0.0], [-0.1, 0.0, -0.1], [-0.2, -0.2, 0.1], [0.2, 0.0, 0.0], [0.0, -0.1, 0.2], [0.0, -0.2, 0.1], [0.3, 0.9, 0.8], [0.1, 0.4, -0.2], [-0.4, -0.3, -1.1], [1.0, -0.9, 0.0], [-1.1, 0.3, 0.3], [0.0, -0.2, 0.4], [0.0, 0.2, -0.1], [0.2, 0.0, 0.0], [0.3, -0.2, 0.0], [0.0, 0.1, -0.1], [0.1, 0.0, -0.1], [-0.1, -0.1, -0.1], [0.0, 0.0, 0.2], [-0.2, 0.1, 0.1], [-0.1, -0.1, 0.0], [1.0, -1.0, -0.3], [-0.6, 0.0, 0.0], [-0.6, 0.7, -0.5], [-0.5, -0.2, 0.9], [0.7, 0.5, -0.5], [0.3, 0.0, 0.3], [0.0, -0.1, -0.2], [-0.1, -0.2, 0.1], [-0.2, -0.1, 0.3], [-0.1, 0.0, -0.1], [-0.1, 0.0, 0.0], [-0.1, 0.1, -0.1], [0.2, 0.0, 0.1], [0.1, 0.1, -0.1], [0.0, 0.2, 0.0], [-0.6, 0.8, 0.5], [-0.4, -0.3, 0.3], [0.9, -0.8, 0.0], [-0.6, -0.5, -0.9], [0.8, 0.7, 0.3], [-0.1, 0.3, -0.2], [0.1, 0.0, 0.2], [-0.2, -0.1, 0.0], [-0.3, -0.2, -0.2], [0.0, -0.1, 0.1], [-0.1, -0.1, 0.0], [0.2, -0.1, 0.0], [0.0, 0.2, 0.0], [0.1, 0.1, 0.1], [0.1, 0.0, -0.1]], "lowdin_charge": [-0.158, -0.270, -0.228, -0.213, -0.248, -0.305, 0.459, -0.311, -0.257, -0.183, -0.222, -0.051, -0.380, 0.063, 0.011, -0.351, -0.216, -0.218, -0.125, -0.210, -0.039, -0.019, -0.091, -0.088, -0.023, -0.160, -0.102, -0.408, -0.246, -0.251, -0.112, -0.372, -0.107, -0.122, 0.072, 0.083, 0.062, 0.098, 0.109, 0.110, 0.108, 0.116, 0.097, 0.066, 0.092, 0.066, 0.063, 0.009, 0.025, 0.088, 0.069, 0.072, 0.105, 0.113, 0.096, 0.103, 0.117, 0.112, 0.017, 0.064, 0.073, 0.067, 0.082, 0.102, 0.082, 0.109, 0.100, 0.093, 0.117, 0.122, 0.085, 0.070, 0.075, 0.086, 0.110, 0.112, 0.111, 0.126, 0.057, 0.060, 0.080, 0.128, 0.090, 0.083, 0.074, 0.087, 0.076, 0.077, -0.298, 0.625, -0.282, -0.268, -0.283, -0.072, -0.120, 0.114, 0.121, 0.075, 0.080, 0.087, 0.078, 0.047, 0.077, -0.296, 0.618, -0.282, -0.271, -0.282, -0.079, -0.122, 0.117, 0.120, 0.073, 0.077, 0.084, 0.078, 0.047, 0.076, -0.299, 0.635, -0.285, -0.262, -0.275, -0.072, -0.114, 0.113, 0.123, 0.073, 0.082, 0.052, 0.063, 0.084, 0.075, -0.290, 0.630, -0.286, -0.266, -0.279, -0.078, -0.118, 0.116, 0.124, 0.072, 0.080, 0.085, 0.077, 0.079, 0.075, -0.289, 0.609, -0.297, -0.269, -0.281, -0.078, -0.114, 0.117, 0.121, 0.065, 0.078, 0.084, 0.081, 0.055, 0.073, -0.295, 0.624, -0.288, -0.267, -0.283, -0.080, -0.113, 0.114, 0.122, 0.071, 0.077, 0.086, 0.080, 0.077, 0.053], "total_charge": -1, "largest_force_ev_per_a": 5.900, "gap_ev": 5.592}

{"formula": "C2FNO2S", "method": "the ωB97M-V functional and the def2-TZVPD basis", "elements": ["C", "C", "N", "O", "O", "F", "S"], "positions_angstrom": [[-0.4268, -0.8512, 1.0120], [0.2861, 0.4957, -0.4177], [-1.0187, -1.3473, -0.0772], [-0.5152, -0.2799, -0.9548], [0.4351, 0.0955, 0.8838], [-0.5894, -1.4695, 2.1294], [0.8701, 1.6415, -1.3514]], "forces_ev_per_a": [[-2.5, -4.6, -2.3], [1.9, 2.0, 0.1], [1.8, 3.2, 2.4], [-4.1, -4.6, -2.6], [1.0, 1.8, 1.2], [0.5, 0.5, 0.7], [1.5, 1.7, 0.4]], "lowdin_charge": [-0.451, -0.987, 0.259, -0.041, 0.193, 0.221, 0.806], "total_charge": 0, "smiles": "Fc1noc(=S)o1", "largest_force_ev_per_a": 6.677, "gap_ev": 9.909}

no.,LUMO level (eV)
1,1.4
2,0.3